1.
The following is a quantum chemistry calculation of 9 unconnected molecules or ions with the total composition C46H71BINO19PS at a distorted geometry, from the OMol25 dataset.

**Kohn-Sham gap**: 6.19 eV
**Charge**: -1

Last columns: bonded neighbours and bond lengths (Å).
Cartesian coordinates (Å):
1 C 9.93 -1.66 -0.55  C2 1.632, H23 1.150, H24 1.142, H25 1.153
2 C 8.35 -1.89 -0.90  C1 1.632, C3 1.639, H26 1.140, H27 1.141
3 C 7.51 -1.62 0.48  C2 1.639, I4 2.182, B5 1.644, H28 1.159
4 I 8.28 0.08 1.62  C3 2.182
5 B 5.90 -1.60 0.19  C3 1.644, C6 1.645, O7 1.492, O22 1.501
6 C 5.04 -0.67 1.25  B5 1.645, H29 1.145, H30 1.142, H31 1.160
7 O 5.40 -1.11 -1.13  B5 1.492, C8 1.459
8 C 4.46 -2.10 -1.66  O7 1.459, C9 1.601, C17 1.616, H32 1.165
9 C 3.14 -1.57 -2.39  C8 1.601, C10 1.602, H33 1.156, H34 1.154
10 C 2.05 -0.89 -1.43  C9 1.602, C11 1.568, C15 1.550
11 C 0.78 -1.73 -1.09  C10 1.568, C12 1.552, H35 1.139
12 C -0.28 -1.14 -0.13  C11 1.552, C13 1.580, H36 1.139
13 C 0.01 0.31 0.45  C12 1.580, C14 1.559, H37 1.149
14 C 1.26 1.16 0.08  C13 1.559, C15 1.576, H38 1.136
15 C 2.33 0.54 -0.90  C10 1.550, C14 1.576, C16 1.602
16 C 3.61 1.43 -1.28  C15 1.602, H39 1.145, H40 1.152, H41 1.159
17 C 4.41 -3.38 -0.68  C8 1.616, S18 1.868, P19 1.897, O22 1.460
18 S 3.09 -3.55 0.63  C17 1.868, H42 1.384
19 P 4.34 -5.06 -1.56  C17 1.897, N20 1.788, O21 1.742
20 N 4.37 -6.33 -0.30  P19 1.788, H43 1.038, H44 1.036
21 O 2.76 -5.17 -2.28  P19 1.742, H45 0.987
22 O 5.59 -3.07 0.13  B5 1.501, C17 1.460
23 H 10.51 -2.29 -1.32  C1 1.150
24 H 10.22 -0.56 -0.70  C1 1.142
25 H 10.20 -2.04 0.50  C1 1.153
26 H 7.97 -1.16 -1.69  C2 1.140
27 H 8.17 -2.99 -1.15  C2 1.141
28 H 7.72 -2.56 1.13  C3 1.159
29 H 5.37 -0.89 2.32  C6 1.145
30 H 3.91 -0.76 1.15  C6 1.142
31 H 5.28 0.44 1.06  C6 1.160
32 H 5.08 -2.49 -2.56  C8 1.165
33 H 3.48 -0.74 -3.12  C9 1.156
34 H 2.67 -2.38 -3.07  C9 1.154
35 H 0.67 -2.78 -1.54  C11 1.139
36 H -1.19 -1.78 0.13  C12 1.139
37 H -0.74 0.75 1.19  C13 1.149
38 H 1.41 2.19 0.53  C14 1.136
39 H 4.25 1.71 -0.37  C16 1.145
40 H 4.24 0.91 -2.09  C16 1.152
41 H 3.29 2.44 -1.75  C16 1.159
42 H 2.49 -2.33 0.92  S18 1.384
43 H 3.40 -6.60 -0.04  N20 1.038
44 H 4.82 -5.95 0.55  N20 1.036
45 H 2.19 -5.79 -1.76  O21 0.987
46 O -1.90 3.51 2.88  C47 1.206
47 C -2.46 3.34 1.82  O46 1.206, O48 1.360, C51 1.504
48 O -2.51 2.15 1.17  C47 1.360, C49 1.433
49 C -3.16 2.33 -0.09  O48 1.433, C50 1.510, H52 1.094, H53 1.091
50 C -3.99 3.58 0.06  C49 1.510, C51 1.512, H54 1.091, H55 1.095
51 C -3.17 4.40 1.03  C47 1.504, C50 1.512, H56 1.093, H57 1.090
52 H -2.40 2.43 -0.87  C49 1.094
53 H -3.78 1.45 -0.31  C49 1.091
54 H -4.20 4.08 -0.88  C50 1.091
55 H -4.96 3.33 0.52  C50 1.095
56 H -2.43 5.01 0.51  C51 1.093
57 H -3.80 5.02 1.67  C51 1.090
58 O -6.70 4.26 2.42  C59 1.205
59 C -6.75 5.38 2.87  O58 1.205, O60 1.360, C63 1.504
60 O -6.46 6.50 2.15  C59 1.360, C61 1.432
61 C -6.51 7.64 3.02  O60 1.432, C62 1.511, H64 1.094, H65 1.091
62 C -7.38 7.22 4.18  C61 1.511, C63 1.514, H66 1.091, H67 1.095
63 C -7.09 5.74 4.29  C59 1.504, C62 1.514, H68 1.093, H69 1.090
64 H -5.49 7.88 3.33  C61 1.094
65 H -6.92 8.49 2.48  C61 1.091
66 H -7.18 7.78 5.09  C62 1.091
67 H -8.44 7.37 3.92  C62 1.095
68 H -6.23 5.54 4.92  C63 1.093
69 H -7.96 5.18 4.63  C63 1.090
70 O -7.95 -1.89 1.73  C71 1.206
71 C -7.43 -0.94 2.26  O70 1.206, O72 1.361, C75 1.504
72 O -7.11 0.21 1.61  C71 1.361, C73 1.434
73 C -6.41 1.08 2.50  O72 1.434, C74 1.511, H76 1.095, H77 1.091
74 C -6.79 0.62 3.89  C73 1.511, C75 1.514, H78 1.091, H79 1.095
75 C -6.99 -0.87 3.70  C71 1.504, C74 1.514, H80 1.093, H81 1.090
76 H -5.34 0.98 2.32  C73 1.095
77 H -6.71 2.11 2.32  C73 1.091
78 H -6.05 0.87 4.65  C74 1.091
79 H -7.74 1.08 4.19  C74 1.095
80 H -6.06 -1.42 3.81  C75 1.093
81 H -7.76 -1.26 4.36  C75 1.090
82 O 3.60 -1.45 -5.32  C83 1.204
83 C 3.53 -2.58 -5.75  O82 1.204, O84 1.360, C87 1.505
84 O 4.56 -3.46 -5.70  C83 1.360, C85 1.432
85 C 4.19 -4.66 -6.40  O84 1.432, C86 1.510, H88 1.093, H89 1.092
86 C 2.68 -4.66 -6.40  C85 1.510, C87 1.514, H90 1.092, H91 1.095
87 C 2.35 -3.18 -6.45  C83 1.505, C86 1.514, H92 1.093, H93 1.090
88 H 4.60 -4.62 -7.41  C85 1.093
89 H 4.60 -5.53 -5.88  C85 1.092
90 H 2.25 -5.23 -7.22  C86 1.092
91 H 2.31 -5.09 -5.46  C86 1.095
92 H 2.30 -2.81 -7.47  C87 1.093
93 H 1.42 -2.96 -5.91  C87 1.090
94 O -8.91 2.87 -1.65  C95 1.205
95 C -9.60 1.96 -1.27  O94 1.205, O96 1.362, C99 1.504
96 O -10.96 2.01 -1.20  C95 1.362, C97 1.432
97 C -11.45 0.81 -0.61  O96 1.432, C98 1.511, H100 1.094, H101 1.092
98 C -10.36 -0.22 -0.81  C97 1.511, C99 1.514, H102 1.091, H103 1.095
99 C -9.11 0.63 -0.76  C95 1.504, C98 1.514, H104 1.092, H105 1.090
100 H -11.65 1.00 0.45  C97 1.094
101 H -12.38 0.51 -1.09  C97 1.092
102 H -10.38 -1.02 -0.07  C98 1.091
103 H -10.46 -0.67 -1.80  C98 1.095
104 H -8.74 0.75 0.26  C99 1.092
105 H -8.32 0.23 -1.40  C99 1.090
106 O -4.06 -2.98 5.01  C107 1.206
107 C -3.21 -2.50 4.31  O106 1.206, O108 1.360, C111 1.504
108 O -3.34 -1.30 3.67  C107 1.360, C109 1.433
109 C -2.20 -1.09 2.83  O108 1.433, C110 1.511, H112 1.094, H113 1.091
110 C -1.11 -1.96 3.42  C109 1.511, C111 1.513, H114 1.091, H115 1.095
111 C -1.89 -3.13 3.97  C107 1.504, C110 1.513, H116 1.093, H117 1.090
112 H -2.45 -1.37 1.81  C109 1.094
113 H -1.92 -0.03 2.85  C109 1.091
114 H -0.35 -2.24 2.69  C110 1.091
115 H -0.61 -1.43 4.24  C110 1.095
116 H -2.05 -3.91 3.21  C111 1.093
117 H -1.41 -3.55 4.86  C111 1.090
118 O 2.52 8.12 4.27  C119 1.205
119 C 1.85 7.15 4.49  O118 1.205, O120 1.360, C123 1.505
120 O 1.92 6.00 3.76  C119 1.360, C121 1.434
121 C 0.91 5.09 4.21  O120 1.434, C122 1.510, H124 1.094, H125 1.091
122 C 0.57 5.53 5.62  C121 1.510, C123 1.514, H126 1.091, H127 1.095
123 C 0.78 7.03 5.55  C119 1.505, C122 1.514, H128 1.093, H129 1.090
124 H 0.06 5.15 3.54  C121 1.094
125 H 1.30 4.07 4.19  C121 1.091
126 H -0.43 5.24 5.93  C122 1.091
127 H 1.29 5.09 6.33  C122 1.095
128 H -0.11 7.55 5.21  C123 1.093
129 H 1.13 7.43 6.50  C123 1.090
130 O 6.67 -5.36 -8.47  C131 1.205
131 C 7.55 -5.15 -7.67  O130 1.205, O132 1.360, C135 1.504
132 O 8.10 -6.12 -6.89  C131 1.360, C133 1.433
133 C 9.04 -5.51 -5.98  O132 1.433, C134 1.511, H136 1.094, H137 1.091
134 C 9.42 -4.20 -6.62  C133 1.511, C135 1.514, H138 1.091, H139 1.095
135 C 8.16 -3.81 -7.36  C131 1.504, C134 1.514, H140 1.093, H141 1.090
136 H 8.54 -5.37 -5.02  C133 1.094
137 H 9.90 -6.17 -5.85  C133 1.091
138 H 9.76 -3.45 -5.91  C134 1.091
139 H 10.23 -4.36 -7.35  C134 1.095
140 H 7.47 -3.25 -6.72  C135 1.093
141 H 8.38 -3.26 -8.27  C135 1.090


2.
The following is a quantum chemistry calculation of 2 unconnected molecules or ions with the total composition C2H6Br2N at a distorted geometry, from the OMol25 dataset.

**Kohn-Sham gap**: 8.83 eV
**ΔE to the lowest compared entry with this formula, charge and spin**: 30.6 kcal per mole
**Charge**: +1

Last columns: bonded neighbours and bond lengths (Å).
Cartesian coordinates (Å):
1 C -0.37 1.39 -0.29  C2 1.506, Br4 2.014, H6 1.095, H7 1.040
2 C 0.59 0.49 0.44  C1 1.506, Br5 1.783, H8 1.105
3 N 0.10 -1.59 -0.09  H9 1.049, H10 1.011, H11 1.049
4 Br -2.26 0.82 0.10  C1 2.014
5 Br 2.31 0.71 0.04  C2 1.783
6 H -0.37 1.41 -1.39  C1 1.095
7 H -0.24 2.35 0.09  C1 1.040
8 H 0.07 0.17 1.36  C2 1.105
9 H 1.00 -1.95 0.32  N3 1.049
10 H -0.68 -1.89 0.47  N3 1.011
11 H -0.15 -1.91 -1.05  N3 1.049


Computed values of calculated total energy (unit: hartree) for the preceding records, in sequence: -4341.84482; -5282.25434.
Computed values of HOMO (unit: eV) for the preceding records, in sequence: -4.87; -14.65.
Computed values of LUMO (unit: eV) for the preceding records, in sequence: 1.322; -5.821.